1.
{
  "formula": "C53H49N5OPRuS",
  "method": "wB97M-V/def2-TZVPD",
  "elements": ["Ru", "C", "N", "C", "C", "C", "C", "C", "C", "N", "C", "C", "C", "C", "C", "C", "N", "C", "C", "C", "C", "C", "N", "H", "H", "H", "H", "H", "H", "H", "H", "H", "H", "H", "H", "H", "H", "H", "H", "H", "H", "C", "C", "C", "C", "C", "C", "C", "C", "S", "C", "N", "C", "C", "C", "C", "C", "C", "C", "C", "H", "H", "H", "H", "H", "H", "H", "H", "H", "H", "H", "H", "H", "H", "H", "H", "O", "P", "C", "C", "C", "C", "C", "C", "C", "C", "C", "C", "C", "C", "C", "C", "C", "C", "C", "C", "H", "H", "H", "H", "H", "H", "H", "H", "H", "H", "H", "H", "H", "H", "H"],
  "positions_angstrom": [[-0.0732, 0.2020, -0.1374], [1.9559, -2.1808, 0.5208], [0.4803, -2.2232, 0.4031], [0.1536, -3.1421, -0.6986], [0.4916, -2.5090, -2.0162], [1.1014, -3.2138, -3.0369], [1.3608, -2.5699, -4.2385], [0.9830, -1.2465, -4.3812], [0.3799, -0.6152, -3.3109], [0.1503, -1.2222, -2.1409], [-0.1667, -2.6440, 1.6619], [-0.5774, -1.5215, 2.5933], [-0.6593, -1.7452, 3.9577], [-1.1057, -0.7251, 4.7855], [-1.4587, 0.4919, 4.2238], [-1.3590, 0.6323, 2.8531], [-0.9309, -0.3530, 2.0594], [2.4506, -1.0977, 1.4369], [3.6597, -1.2159, 2.1012], [4.0675, -0.1892, 2.9374], [3.2382, 0.9088, 3.1055], [2.0601, 0.9567, 2.3908], [1.6827, -0.0167, 1.5549], [2.3720, -2.0080, -0.4725], [2.3283, -3.1493, 0.8653], [-0.9085, -3.3517, -0.6782], [0.6710, -4.0989, -0.5894], [1.3563, -4.2577, -2.8972], [1.8443, -3.0989, -5.0515], [1.1551, -0.7060, -5.3029], [0.0415, 0.4082, -3.3987], [0.4690, -3.3470, 2.2054], [-1.0830, -3.1782, 1.4041], [-0.3847, -2.7122, 4.3655], [-1.1839, -0.8836, 5.8552], [-1.8110, 1.3134, 4.8343], [-1.6463, 1.5560, 2.3613], [4.2606, -2.1089, 1.9787], [5.0133, -0.2500, 3.4623], [3.5043, 1.7129, 3.7795], [1.3736, 1.7920, 2.4956], [1.3507, 7.5301, 1.5810], [1.6504, 6.7137, 0.3153], [2.0493, 7.6635, -0.8306], [2.8217, 5.7908, 0.6119], [0.3944, 5.9303, -0.0727], [-0.7414, 6.6758, -0.4388], [-1.9431, 6.0791, -0.7299], [-2.0147, 4.6932, -0.6555], [-3.4035, 3.7038, -0.8916], [-2.4567, 2.3017, -0.5404], [-1.1933, 2.5306, -0.3026], [-0.9087, 3.9107, -0.3379], [0.3072, 4.5465, -0.0463], [-3.0711, 0.9729, -0.5594], [-4.4592, 0.8345, -0.6594], [-5.0412, -0.4167, -0.6889], [-4.2312, -1.5411, -0.6248], [-2.8550, -1.3951, -0.5217], [-2.2490, -0.1462, -0.4914], [2.2275, 8.1203, 1.8641], [1.0990, 6.8671, 2.4152], [0.5152, 8.2177, 1.4335], [3.0668, 8.0325, -0.6722], [1.3912, 8.5324, -0.8949], [2.0224, 7.1416, -1.7893], [3.6906, 6.3844, 0.9096], [3.1021, 5.2040, -0.2678], [2.5885, 5.1102, 1.4366], [-0.6784, 7.7566, -0.4720], [-2.8154, 6.6695, -0.9832], [1.1672, 3.9370, 0.2155], [-5.0907, 1.7147, -0.7121], [-6.1166, -0.5181, -0.7614], [-4.6683, -2.5319, -0.6560], [-2.2606, -2.2958, -0.4779], [1.7812, 0.9821, -1.1443], [2.8686, 1.6412, -1.9794], [4.3126, 2.0961, -1.0201], [5.5834, 2.0876, -1.6028], [6.6854, 2.4749, -0.8564], [6.5261, 2.8556, 0.4705], [5.2673, 2.8434, 1.0568], [4.1596, 2.4713, 0.3094], [2.2816, 3.0619, -2.9019], [3.1830, 3.9395, -3.5070], [2.7079, 4.9818, -4.2882], [1.3382, 5.1560, -4.4578], [0.4378, 4.2983, -3.8392], [0.9096, 3.2486, -3.0635], [3.4882, 0.4469, -3.1716], [3.6073, 0.7176, -4.5323], [4.1023, -0.2606, -5.3884], [4.4756, -1.5001, -4.8874], [4.3647, -1.7715, -3.5260], [3.8749, -0.7997, -2.6688], [5.7100, 1.7612, -2.6296], [7.6715, 2.4745, -1.3068], [7.3893, 3.1635, 1.0487], [5.1526, 3.1470, 2.0914], [3.1706, 2.4732, 0.7466], [4.2521, 3.8055, -3.3683], [3.4021, 5.6665, -4.7612], [0.9723, 5.9712, -5.0728], [-0.6283, 4.4511, -3.9644], [0.2201, 2.5893, -2.5593], [3.3126, 1.6844, -4.9242], [4.2015, -0.0517, -6.4470], [4.8633, -2.2585, -5.5583], [4.6769, -2.7351, -3.1387], [3.8018, -0.9904, -1.6013]],
  "spin_multiplicity": 6,
  "homo_lumo_gap_ev": [8.0, 6.3],
  "energy_ha": -3232.07080,
  "total_charge": 2,
  "homo_ha": [-0.459, -0.465],
  "s_squared": 8.757
}

***

2.
{
  "formula": "C53H49NP4PdS3",
  "method": "wB97M-V/def2-TZVPD",
  "elements": ["Pd", "S", "P", "C", "P", "S", "C", "C", "C", "C", "C", "C", "C", "C", "C", "C", "C", "C", "C", "C", "C", "C", "C", "C", "C", "C", "C", "C", "C", "C", "H", "H", "H", "H", "H", "H", "H", "H", "H", "H", "H", "H", "H", "H", "H", "H", "H", "H", "H", "H", "C", "S", "C", "C", "C", "N", "P", "C", "C", "C", "C", "C", "C", "C", "C", "C", "C", "C", "C", "P", "C", "C", "C", "C", "C", "C", "C", "C", "C", "C", "C", "C", "H", "H", "H", "H", "H", "H", "H", "H", "H", "H", "H", "H", "H", "H", "H", "H", "H", "H", "H", "H", "H", "H", "H", "H", "H", "H", "H", "H", "H"],
  "positions_angstrom": [[-0.2524, 0.4256, 0.5383], [3.3870, -1.0681, -0.4941], [2.7907, 0.5644, 0.5650], [1.5518, 1.4915, -0.1132], [0.9384, 3.0253, 0.2829], [-0.4437, 3.8026, -0.9744], [2.2845, 4.3241, 0.2139], [3.0262, 4.4116, -0.9622], [3.9971, 5.3806, -1.1238], [4.2568, 6.2954, -0.1083], [3.5382, 6.2124, 1.0713], [2.5666, 5.2300, 1.2299], [0.3281, 3.3317, 2.0060], [0.8954, 2.6834, 3.0946], [0.4773, 2.9488, 4.3893], [-0.5173, 3.8897, 4.6182], [-1.0849, 4.5540, 3.5397], [-0.6677, 4.2747, 2.2459], [4.2946, 1.6218, 0.7452], [4.5572, 2.3857, 1.8753], [5.6359, 3.2590, 1.9132], [6.4662, 3.3822, 0.8114], [6.2065, 2.6299, -0.3276], [5.1306, 1.7611, -0.3592], [2.7021, -0.1951, 2.2820], [3.8959, -0.4837, 2.9451], [3.9060, -1.1232, 4.1730], [2.7134, -1.5143, 4.7673], [1.5208, -1.2632, 4.1069], [1.5205, -0.6113, 2.8826], [2.8260, 3.7022, -1.7576], [4.5627, 5.4210, -2.0478], [5.0214, 7.0535, -0.2359], [3.7338, 6.9064, 1.8819], [2.0204, 5.1851, 2.1640], [1.6647, 1.9449, 2.9344], [0.9282, 2.4119, 5.2159], [-0.8500, 4.1005, 5.6288], [-1.8663, 5.2883, 3.7044], [-1.1132, 4.7714, 1.3930], [3.9050, 2.3148, 2.7394], [5.8103, 3.8582, 2.7990], [7.2994, 4.0749, 0.8294], [6.8388, 2.7314, -1.2019], [4.9274, 1.1637, -1.2398], [4.8379, -0.2184, 2.4824], [4.8509, -1.3266, 4.6633], [2.7173, -2.0158, 5.7277], [0.5773, -1.5713, 4.5434], [0.5617, -0.4508, 2.3736], [-3.8877, -4.7201, -4.0808], [-4.1449, -5.4555, -2.4554], [-4.5950, -4.0015, -1.4624], [-3.4355, -3.2049, -0.8834], [-2.6025, -2.5208, -1.9648], [-1.7289, -1.4878, -1.4485], [-2.1786, 0.2106, -1.3365], [-3.9604, 0.0587, -1.9043], [-4.2031, 0.2532, -3.2631], [-5.4861, 0.1769, -3.7856], [-6.5605, -0.0682, -2.9414], [-6.3402, -0.2268, -1.5798], [-5.0515, -0.1625, -1.0693], [-2.4427, 0.4448, 0.4591], [-2.9111, 1.6920, 0.9469], [-3.1315, 1.8894, 2.2848], [-2.8364, 0.8709, 3.2135], [-2.3432, -0.3296, 2.7734], [-2.1302, -0.5647, 1.3934], [-0.0259, -1.6940, -1.2725], [0.0335, -3.3878, -0.5413], [0.2187, -3.4224, 0.8399], [0.2057, -4.6227, 1.5323], [0.0226, -5.8152, 0.8463], [-0.1294, -5.7980, -0.5332], [-0.1161, -4.5931, -1.2189], [0.4642, -2.1009, -3.0042], [1.6828, -2.7299, -3.2599], [2.1045, -2.9571, -4.5581], [1.3223, -2.5495, -5.6322], [0.1185, -1.9048, -5.3911], [-0.3021, -1.6819, -4.0877], [-3.7120, -5.5392, -4.7767], [-3.0254, -4.0579, -4.1098], [-4.7726, -4.1727, -4.4050], [-5.2394, -4.3794, -0.6664], [-5.2174, -3.3563, -2.0892], [-2.7900, -3.8487, -0.2797], [-3.8396, -2.4421, -0.2138], [-3.2753, -2.1138, -2.7291], [-1.9892, -3.2659, -2.4787], [-3.3664, 0.4742, -3.9173], [-5.6463, 0.3229, -4.8468], [-7.5665, -0.1195, -3.3407], [-7.1745, -0.4004, -0.9108], [-4.8892, -0.2802, -0.0034], [-3.0708, 2.5027, 0.2424], [-3.4829, 2.8525, 2.6321], [-2.9751, 1.0518, 4.2720], [-2.1080, -1.1186, 3.4801], [-1.9430, -1.5787, 1.0491], [0.3950, -2.4930, 1.3698], [0.3578, -4.6227, 2.6040], [0.0128, -6.7566, 1.3826], [-0.2647, -6.7239, -1.0782], [-0.2214, -4.5947, -2.2971], [2.3148, -3.0194, -2.4284], [3.0574, -3.4421, -4.7322], [1.6574, -2.7205, -6.6484], [-0.4937, -1.5647, -6.2182], [-1.2365, -1.1617, -3.9095]],
  "homo_lumo_gap_ev": 4.5,
  "energy_ha": -4791.73724,
  "total_charge": -2,
  "homo_ha": -0.029
}